Record 1
ORCA calculation (ωB97M-V with the def2-TZVPD basis set) on 9 unconnected molecules or ions with the total composition C60H59BBrF13N2O2 in a non-equilibrium geometry.

Geometry as XYZ:
```
138
Properties=species:S:1:pos:R:3
N 2.45441 -0.31851 5.51109
B 2.28122 0.94613 4.65956
O 1.64261 2.10258 5.32100
C 2.85630 0.89830 3.11738
N 3.20190 2.37635 2.84278
C 3.33590 2.49741 1.31054
O 3.71967 3.63237 0.68372
C 2.87656 1.03757 0.63561
Br 1.62844 1.55678 -0.83878
C 1.83692 0.59768 1.86902
C 1.19239 -0.92518 1.70113
C -0.01089 -1.19541 2.78208
C -1.29805 -2.05100 2.13844
F -1.58582 -1.67234 0.73758
F -0.76025 -3.46330 2.05415
C -2.57391 -2.08218 3.15038
F -2.05254 -1.70906 4.51930
F -2.92433 -3.54756 3.31760
C -3.93617 -1.36488 2.70320
F -4.62132 -2.27840 1.71256
F -4.86127 -1.36155 3.89850
C -3.94914 0.11161 2.07918
F -5.34032 0.65650 2.33386
F -3.83105 0.18402 0.57315
C -2.93536 1.23467 2.67385
F -1.72890 1.24914 1.76417
F -2.59679 1.12440 4.10765
C -3.56773 2.77686 2.50670
F -2.36696 3.68247 2.65732
F -4.10378 3.04685 1.15453
F -4.47837 3.14915 3.62475
H 2.97192 -1.00395 4.90492
H 3.03017 -0.11934 6.35894
H 2.30518 2.82756 5.53869
H 3.86982 0.30240 3.19873
H 2.34589 2.99616 2.96240
H 3.78290 0.32647 0.42342
H 0.99762 1.41303 1.87982
H 2.06059 -1.72810 1.86469
H 0.88301 -1.01888 0.57583
H -0.34239 -0.21919 3.33455
H 0.44279 -1.91315 3.61658
C 5.69095 -1.93451 4.14409
C 6.60847 -2.85530 3.63903
C 7.97693 -2.61863 3.76585
C 8.42849 -1.45797 4.39449
C 7.51094 -0.53265 4.89131
C 6.14244 -0.77107 4.76786
H 4.62476 -2.12244 4.05108
H 6.25673 -3.75859 3.14685
H 8.69170 -3.33813 3.37514
H 9.49455 -1.27454 4.49575
H 7.86261 0.37486 5.37600
H 5.42755 -0.05102 5.15717
C 8.78324 -1.92492 -1.86551
C 8.32880 -2.97372 -1.06656
C 7.80096 -2.71066 0.19714
C 7.73142 -1.39797 0.66429
C 8.19443 -0.35000 -0.13089
C 8.71884 -0.61264 -1.39616
H 9.18828 -2.12958 -2.85282
H 8.38528 -3.99696 -1.42943
H 7.44374 -3.52798 0.81813
H 7.31786 -1.19245 1.64772
H 8.14582 0.67256 0.23536
H 9.07745 0.20436 -2.01667
C -1.74059 6.56218 3.19710
C -3.03477 7.05871 3.34994
C -3.23519 8.40809 3.63939
C -2.14030 9.26104 3.78049
C -0.84574 8.76260 3.63685
C -0.64538 7.41398 3.34367
H -1.58499 5.51214 2.96493
H -3.88801 6.39362 3.24254
H -4.24408 8.79539 3.75505
H -2.29618 10.31288 4.00344
H 0.00793 9.42592 3.75265
H 0.36343 7.02619 3.22945
C 0.70389 -1.18830 -3.40069
C -0.02834 -1.32672 -4.57945
C 0.62717 -1.34753 -5.81016
C 2.01590 -1.22544 -5.86263
C 2.74734 -1.07767 -4.68445
C 2.09222 -1.06063 -3.45343
H 0.19346 -1.17887 -2.44148
H -1.11078 -1.41930 -4.53889
H 0.05647 -1.45886 -6.72840
H 2.52712 -1.24421 -6.82112
H 3.82911 -0.97652 -4.72548
H 2.66257 -0.94783 -2.53524
C -0.76556 -4.40802 -6.62037
C -0.73178 -4.60631 -8.00035
C -1.90666 -4.89790 -8.69274
C -3.11592 -4.99564 -8.00400
C -3.14824 -4.80654 -6.62265
C -1.97397 -4.51122 -5.93072
H 0.14895 -4.17420 -6.08213
H 0.21090 -4.53270 -8.53684
H -1.88048 -5.04900 -9.76872
H -4.03182 -5.22024 -8.54350
H -4.08960 -4.88853 -6.08481
H -1.99970 -4.36157 -4.85459
C -2.54256 6.55901 -2.88931
C -2.49440 7.94417 -2.73500
C -2.48739 8.50456 -1.45802
C -2.53297 7.67928 -0.33416
C -2.59052 6.29444 -0.48855
C -2.59374 5.73382 -1.76550
H -2.54123 6.12242 -3.88435
H -2.46147 8.58752 -3.61074
H -2.44641 9.58400 -1.33812
H -2.52491 8.11544 0.66087
H -2.63205 5.65128 0.38710
H -2.63622 4.65453 -1.88562
C -4.36076 -6.33271 3.51668
C -4.09590 -7.67962 3.27077
C -4.97729 -8.65914 3.72734
C -6.12250 -8.29182 4.43431
C -6.38260 -6.94542 4.68830
C -5.50316 -5.96560 4.22848
H -3.67728 -5.56934 3.15498
H -3.20219 -7.96618 2.72209
H -4.77230 -9.70856 3.53255
H -6.81070 -9.05454 4.78791
H -7.27198 -6.65926 5.24441
H -5.70720 -4.91628 4.42446
C -4.63663 1.77873 -7.14580
C -4.23574 0.97696 -8.21409
C -3.77559 -0.31859 -7.98046
C -3.71208 -0.81149 -6.67691
C -4.10419 -0.00645 -5.60775
C -4.56792 1.28782 -5.84165
H -5.00146 2.78578 -7.32876
H -4.28276 1.36182 -9.22975
H -3.46647 -0.94435 -8.81359
H -3.35607 -1.82168 -6.49478
H -4.04918 -0.38828 -4.59122
H -4.87567 1.91422 -5.00857
```

As for the spin multiplicity: 1. Its calculated total energy is -6478.52818 hartree. The HOMO-LUMO gap is 7.8 eV. As for the molar mass: 1177.8 Da. As for the LUMO energy: -1.3 eV. The SMILES is NB(O)[C@@H]1NC(=O)[C@H](Br)[C@H]1CCC(F)(F)C(F)(F)C(F)(F)C(F)(F)C(F)(F)C(F)(F)F.c1ccccc1.c1ccccc1.c1ccccc1.c1ccccc1.c1ccccc1.c1ccccc1.c1ccccc1.c1ccccc1.


Record 2
ORCA calculation (ωB97M-V with the def2-TZVPD basis set) on 8 unconnected molecules or ions with the total composition C60H66BNOS2Si in a non-equilibrium geometry.

Geometry as XYZ:
```
132
Properties=species:S:1:pos:R:3
C -2.17070 -4.85686 -0.78820
C -3.18339 -3.75924 -0.10824
B -4.46838 -3.32792 -1.03919
O -5.83728 -3.58058 -0.46560
Si -4.40841 -2.48849 -2.77644
C -2.80841 -2.85428 -3.79872
C -1.87254 -1.48824 -4.03470
C -0.61036 -1.47573 -2.98535
S 0.73173 -0.21870 -3.38968
C 1.55833 0.33881 -1.75939
S 1.43944 -0.75475 -0.46465
N 2.20579 1.70055 -1.74958
C 3.71082 1.65791 -1.82969
C 4.68981 0.39130 -1.48630
C 6.34506 0.59923 -1.60365
C 7.06441 2.01818 -2.03987
C 6.08271 3.27542 -2.42357
C 4.45994 3.07423 -2.30991
C 1.68489 2.60888 -0.66304
C 0.89114 3.99275 -1.15666
C 0.31017 5.10185 -0.05104
C 0.51865 4.86535 1.55873
C 1.28230 3.48163 2.08468
C 1.84904 2.41460 0.95513
H -2.71923 -5.42203 -1.66571
H -1.68368 -5.58459 0.00199
H -1.28161 -4.22641 -1.27607
H -3.61765 -4.27103 0.87550
H -2.61717 -2.79563 0.25995
H -5.86899 -4.48397 -0.03043
H -5.60720 -2.96284 -3.51136
H -4.50033 -1.03919 -2.62026
H -3.18412 -3.29307 -4.84363
H -2.14109 -3.69703 -3.32642
H -1.54719 -1.50818 -5.17826
H -2.63268 -0.58326 -3.88528
H -1.03139 -1.16514 -1.91229
H -0.20695 -2.59668 -2.91496
H 4.23840 -0.63896 -1.16560
H 7.08607 -0.29338 -1.32737
H 8.22670 2.19825 -2.09819
H 6.52204 4.30219 -2.77452
H 3.78745 4.01548 -2.58222
H 0.74092 4.19335 -2.30093
H -0.20793 6.06079 -0.53511
H 0.14799 5.64073 2.36010
H 1.42072 3.26682 3.25049
H 2.41374 1.46214 1.38710
C 6.59741 0.11080 4.03260
C 5.48787 -0.69528 3.77965
C 4.72474 -0.49201 2.63027
C 5.06877 0.52111 1.73503
C 6.17285 1.33325 1.99267
C 6.93827 1.12760 3.14016
H 7.19577 -0.05218 4.92485
H 5.21814 -1.48316 4.47849
H 3.86210 -1.12264 2.43175
H 4.47596 0.67805 0.83818
H 6.43768 2.12673 1.29812
H 7.80002 1.75905 3.33960
C -0.33456 7.91881 -4.88318
C -0.96972 7.91562 -6.12470
C -1.59697 6.75828 -6.58503
C -1.58541 5.60163 -5.80512
C -0.94223 5.60210 -4.56768
C -0.31818 6.76052 -4.10561
H 0.14830 8.82268 -4.52181
H -0.97661 8.81614 -6.73371
H -2.09482 6.75717 -7.55115
H -2.07621 4.70058 -6.16232
H -0.92796 4.69907 -3.96231
H 0.18097 6.76141 -3.14023
C -4.22192 2.07331 2.45761
C -4.91252 1.04573 1.81578
C -4.24315 0.20133 0.93050
C -2.88279 0.38726 0.68337
C -2.19422 1.42067 1.31811
C -2.86270 2.26278 2.20629
H -4.74225 2.72688 3.15245
H -5.97319 0.90231 2.00630
H -4.78095 -0.60153 0.43309
H -2.36043 -0.27202 -0.00429
H -1.13535 1.56949 1.12113
H -2.32545 3.06658 2.70264
C 3.16539 -3.08483 -2.44510
C 2.28592 -4.12852 -2.15867
C 2.66056 -5.44724 -2.41440
C 3.91419 -5.72242 -2.96114
C 4.79008 -4.67807 -3.25624
C 4.41696 -3.35955 -2.99703
H 2.87581 -2.05790 -2.23948
H 1.30798 -3.91406 -1.73499
H 1.97621 -6.26062 -2.18786
H 4.20737 -6.74987 -3.15809
H 5.76482 -4.89186 -3.68787
H 5.10055 -2.54598 -3.22486
C -2.26196 0.02236 6.06571
C -2.27529 -0.07304 7.45694
C -3.45972 0.14413 8.16031
C -4.63112 0.46129 7.47223
C -4.61575 0.56584 6.08163
C -3.43216 0.34499 5.37791
H -1.34043 -0.15350 5.51747
H -1.36195 -0.31766 7.99347
H -3.47048 0.06634 9.24432
H -5.55462 0.62800 8.01972
H -5.52723 0.81885 5.54558
H -3.42087 0.42419 4.29407
C 6.23975 -5.51829 8.18211
C 6.96027 -4.54070 7.49656
C 6.31915 -3.38576 7.04949
C 4.95526 -3.21005 7.28431
C 4.23274 -4.19190 7.96173
C 4.87460 -5.34518 8.41214
H 6.74099 -6.41500 8.53621
H 8.02258 -4.67865 7.31124
H 6.88173 -2.62254 6.51823
H 4.45603 -2.30921 6.93842
H 3.16854 -4.05791 8.13965
H 4.31191 -6.10915 8.94208
C -9.56969 0.90799 -4.98377
C -8.90282 1.27283 -6.15295
C -7.61285 0.80238 -6.39673
C -6.98730 -0.03023 -5.46847
C -7.65060 -0.38757 -4.29489
C -8.94205 0.07981 -4.05281
H -10.57736 1.26927 -4.79727
H -9.38919 1.92373 -6.87522
H -7.09476 1.08418 -7.30964
H -5.98332 -0.39901 -5.65930
H -7.16101 -1.03165 -3.56851
H -9.45971 -0.20066 -3.13931
```

As for the spin multiplicity: 1. Its calculated total energy is -3565.90951 hartree. As for the energy relative to the best compared isomer or geometry (same formula, charge and spin): 19.043 eV. The HOMO-LUMO gap is 7.2 eV. As for the molar mass: 920.2 Da. As for the LUMO energy: -1.1 eV. The SMILES is CCB(O)[SiH2]CCCSC(=S)N(c1ccccc1)c1ccccc1.c1ccccc1.c1ccccc1.c1ccccc1.c1ccccc1.c1ccccc1.c1ccccc1.c1ccccc1.


Record 3
ORCA calculation (ωB97M-V with the def2-TZVPD basis set) on 13 unconnected molecules or ions with the total composition C60H71N5O28S in a non-equilibrium geometry.

Geometry as XYZ:
```
165
Properties=species:S:1:pos:R:3
C -9.50272 35.32045 -20.62223
C -8.52934 34.93121 -19.54306
O -7.41394 35.76621 -19.77589
S -7.90689 37.20570 -20.33111
O -6.86608 37.85631 -21.15067
O -8.53790 37.96757 -19.31290
O -8.98842 36.48269 -21.21223
H -10.45101 35.59249 -20.15739
H -9.61882 34.69930 -21.50879
H -8.28234 33.87139 -19.56473
H -8.88387 35.22098 -18.55297
C -14.73665 36.65612 -13.93571
C -14.23966 37.84446 -14.44026
C -14.24256 38.98344 -13.61286
C -14.57584 38.91495 -12.28432
C -14.85591 37.64960 -11.72072
C -14.93002 36.54736 -12.55347
N -14.70836 40.07271 -11.41163
O -14.70680 41.22578 -11.92081
O -14.74107 39.81526 -10.22011
H -14.84033 35.76131 -14.53164
H -13.90282 38.01140 -15.45348
H -14.09866 39.95185 -14.07133
H -15.14760 37.44801 -10.70099
H -15.38141 35.60814 -12.26361
C -15.59225 32.68619 -9.87477
C -14.45674 32.24469 -10.56343
C -14.66404 31.81931 -11.89462
C -15.90034 31.88271 -12.52768
C -17.05593 32.28016 -11.80590
C -16.78587 32.81268 -10.55656
N -16.05799 31.28255 -13.88394
O -17.13901 30.86753 -14.24264
O -15.05184 31.17132 -14.59904
H -15.47694 32.98114 -8.84140
H -13.48886 32.01400 -10.14349
H -13.80457 31.35600 -12.35859
H -18.07967 32.27856 -12.14829
H -17.51737 33.46293 -10.09543
C -10.48795 38.57277 -15.51307
C -10.84080 37.44206 -14.81393
C -9.90076 36.60634 -14.23559
C -8.54237 36.92177 -14.33961
C -8.09366 38.04299 -15.08324
C -9.07772 38.77335 -15.74885
N -7.59393 36.11986 -13.49526
O -6.44342 36.29553 -13.75085
O -8.07657 35.30440 -12.68299
H -11.10896 39.23358 -16.10006
H -11.88096 37.15310 -14.75949
H -10.14498 35.66356 -13.76877
H -7.02859 38.15700 -15.22108
H -8.76170 39.62193 -16.33892
C -14.77773 34.40405 -18.05042
C -14.90325 34.05205 -16.70481
C -13.71923 33.96695 -15.96590
C -12.53518 34.33208 -16.49511
C -12.40871 34.63703 -17.85873
C -13.53642 34.67799 -18.65524
N -11.32763 34.01988 -15.67909
O -11.34768 33.76766 -14.47260
O -10.25235 34.17099 -16.23357
H -15.60770 34.45116 -18.74373
H -15.84172 33.70628 -16.29725
H -13.75781 33.55014 -14.96853
H -11.40721 34.64101 -18.26530
H -13.49430 34.93616 -19.70322
C -19.76408 35.64521 -18.77093
C -20.75997 35.02712 -17.97099
C -20.48639 34.61693 -16.66656
C -19.19405 34.79640 -16.21651
C -18.17121 35.35764 -16.96056
C -18.49350 35.81295 -18.20245
N -18.82599 34.32448 -14.84755
O -19.61696 34.33956 -13.94102
O -17.64393 33.99922 -14.74579
H -19.96625 36.04693 -19.75249
H -21.81536 35.01699 -18.20495
H -21.22223 34.11582 -16.05526
H -17.24247 35.62168 -16.47711
H -17.79258 36.36138 -18.81638
O -5.31131 29.98571 -14.71315
C -6.14911 30.85899 -14.62931
O -5.75351 32.15726 -14.80043
C -6.80182 33.08579 -14.36938
C -8.01259 32.18787 -14.54244
C -7.56354 30.71117 -14.33493
H -6.82475 33.97705 -14.99721
H -6.72470 33.51162 -13.36936
H -8.63406 32.37052 -15.41868
H -8.68748 32.52713 -13.75329
H -8.23727 30.18190 -15.00623
H -7.62790 30.35942 -13.30507
O -10.74099 31.09085 -17.46499
C -11.17228 30.28826 -16.68943
O -10.25537 29.40001 -16.21957
C -10.75049 28.67490 -15.10092
C -12.26690 28.99267 -14.99932
C -12.40312 30.37041 -15.79865
H -10.13646 28.94496 -14.24209
H -10.63378 27.60159 -15.25433
H -12.50048 29.29877 -13.98009
H -13.02228 28.34363 -15.43689
H -12.21162 31.22706 -15.15348
H -13.31134 30.41056 -16.39585
O -8.30677 32.26729 -11.29368
C -9.20123 33.00656 -10.98198
O -10.33811 32.99703 -11.65349
C -11.17062 34.10676 -11.43415
C -10.38320 34.89856 -10.39557
C -9.27219 33.99982 -9.87687
H -12.13941 33.86058 -11.00206
H -11.22313 34.85041 -12.22739
H -10.92773 35.21687 -9.50582
H -9.88878 35.79269 -10.77522
H -9.49716 33.49888 -8.93584
H -8.22639 34.30640 -9.91581
O -12.51785 40.68630 -21.41287
C -13.21280 39.67291 -21.35221
O -14.46093 39.73895 -21.62110
C -15.07910 38.41493 -21.61699
C -14.00999 37.41774 -21.49348
C -12.85575 38.25531 -20.88491
H -15.58714 38.29193 -22.57322
H -15.79049 38.42016 -20.79238
H -13.78041 36.78816 -22.35231
H -14.31476 36.68350 -20.74650
H -11.90658 37.99475 -21.35158
H -12.86572 38.15154 -19.80123
O -12.17214 33.20505 -20.96000
C -11.72066 32.08895 -20.73317
O -10.38379 32.02671 -20.53798
C -9.93199 30.75164 -20.21348
C -11.25454 29.93385 -20.09422
C -12.37160 30.70755 -20.81681
H -9.38279 30.76373 -19.27303
H -9.32831 30.34892 -21.02755
H -11.50808 29.87390 -19.03508
H -11.12528 28.89201 -20.38705
H -13.28451 30.73997 -20.22409
H -12.62969 30.43671 -21.83960
O -16.79740 35.51053 -21.01256
C -16.35331 34.66347 -21.77158
O -15.09726 34.22830 -21.55056
C -14.69294 33.37067 -22.64624
C -15.94227 33.16944 -23.46682
C -16.98196 34.12461 -22.96355
H -14.36977 32.44924 -22.16432
H -13.91073 33.66205 -23.34643
H -16.31942 32.14777 -23.44722
H -15.76899 33.48869 -24.49476
H -17.90715 33.74453 -22.52705
H -17.22425 35.01065 -23.55023
O -19.42241 31.81980 -19.11876
C -18.25791 31.60981 -18.88373
O -17.31646 31.34183 -19.79469
C -16.02857 31.13663 -19.24133
C -16.38658 30.71845 -17.87826
C -17.64129 31.45909 -17.45657
H -15.45013 32.05270 -19.37977
H -15.45842 30.40509 -19.81456
H -15.66663 30.91247 -17.08213
H -16.69905 29.67334 -17.89695
H -17.46920 32.48794 -17.13785
H -18.40937 30.95637 -16.87389
```

As for the spin multiplicity: 1. Its calculated total energy is -5107.05779 hartree. The HOMO-LUMO gap is 8.1 eV. As for the molar mass: 1342.3 Da. As for the LUMO energy: -1.3 eV.